A cluster of 2 separate species, C4H8N2O in total. Source: the Open Molecules 2025 dataset; level of theory: ωB97M-V with the def2-TZVPD basis set.

Structure (XYZ):
```
15
Properties=species:S:1:pos:R:3:forces:R:3:nbo_charge:R:1
C -0.94326 -1.78494 -0.74153 0.73 -0.39 1.70 -0.650
C -0.02124 -0.65594 -0.38276 -0.54 0.78 -0.60 0.099
C 0.16984 0.50866 -1.06559 -0.44 -0.26 -0.74 -0.147
N 1.30746 1.08390 -0.54738 0.85 -0.48 -0.43 -0.518
C 1.82054 0.18214 0.33243 -2.26 -0.07 1.86 0.172
N 0.92903 -0.78406 0.58021 1.82 -0.42 -0.69 -0.468
H -1.96695 -1.61608 -1.03486 -0.21 0.71 -0.08 0.218
H -0.96046 -2.33593 0.22727 -0.13 -0.37 -1.01 0.235
H -0.45664 -2.33673 -1.54059 -0.04 -0.50 0.14 0.221
H -0.23874 0.65177 -2.06118 0.03 0.87 0.38 0.216
H 1.66171 2.02158 -0.66610 -0.07 -0.28 -0.32 0.422
H 2.65120 0.33957 0.99901 0.17 0.36 -0.19 0.200
O -0.93190 1.73397 1.97010 -0.68 -0.31 -0.30 -0.934
H -1.38975 1.19465 1.30428 0.61 0.10 -0.13 0.470
H -1.63085 1.79746 2.62671 0.14 0.25 0.40 0.462
```
Forces are in eV/Å.

Calculated values
ΔE to the lowest compared entry with this formula, charge and spin	35.3	kcal per mole
largest force on an atom	2.93	eV Å⁻¹
2S+1	1
electronic energy	-341.9473	a.u.
frontier orbital gap	9.51	eV
SMILES	Cc1c[nH]cn1.O

***

A cluster of 2 separate species, C4H8N3S in total. Source: the Open Molecules 2025 dataset; level of theory: ωB97M-V with the def2-TZVPD basis set.

Structure (XYZ):
```
16
Properties=species:S:1:pos:R:3:forces:R:3:nbo_charge:R:1
C 1.88611 0.07330 0.26701 2.26 -0.93 4.71 -0.293
C 1.51026 0.35114 -0.92887 0.04 -0.35 -3.31 0.084
C 0.96342 0.29596 1.33574 -0.71 0.66 0.18 0.180
C -0.63480 1.01410 -0.17119 2.60 -1.33 1.43 0.317
N -0.25452 0.74266 1.10357 0.34 0.77 -0.59 -0.451
N -1.20890 -1.58929 -0.04095 0.45 0.13 -0.73 -1.150
N 0.26981 0.79005 -1.15717 -1.88 0.67 -0.19 -0.483
S -2.19896 1.59656 -0.33743 -0.76 0.87 -2.68 0.236
H 2.92352 -0.29221 0.33441 -0.76 0.17 0.76 0.269
H 2.21174 0.10533 -1.73853 -0.92 0.54 -0.13 0.259
H 1.07231 0.21404 2.42832 0.93 -0.53 -0.71 0.250
H -0.71292 -2.35359 -0.54109 -1.66 0.91 -0.03 0.403
H -1.22503 -1.82306 0.91925 -0.11 -0.28 1.01 0.374
H -2.10969 -1.13342 -0.28381 1.03 -1.60 -0.50 0.389
H -0.06072 0.66857 -2.08417 -0.44 0.53 -1.05 0.440
H -2.43163 1.33984 0.89492 -0.42 -0.25 1.85 0.176
```
Forces are in eV/Å.

Calculated values
ΔE to the lowest compared entry with this formula, charge and spin	39.5	kcal per mole
largest force on an atom	5.30	eV Å⁻¹
2S+1	1
electronic energy	-719.3879	a.u.
frontier orbital gap	8.75	eV
charge	+1

***

A structure of composition C41H34MoN5P2S. Source: the Open Molecules 2025 dataset; level of theory: ωB97M-V with the def2-TZVPD basis set.

Structure (XYZ):
```
84
Properties=species:S:1:pos:R:3:forces:R:3:mulliken_charge:R:1
Mo -1.30138 0.08834 0.53542 -2.36 2.08 -0.99 -0.530
C -0.66868 0.14520 4.83371 -0.71 -0.05 -0.79 -1.053
C -1.13296 0.61317 3.58907 0.83 -0.34 0.06 -0.251
N -1.28924 -0.24542 2.56150 0.56 -0.05 1.08 0.032
C -1.13150 -1.58013 2.79943 -0.66 -1.55 2.06 -0.081
C -0.83097 -2.12263 4.11021 -2.04 0.60 -1.98 0.944
C -0.59610 -1.20386 5.13967 0.99 0.36 0.73 -0.766
C -1.07639 -3.51820 4.29534 0.85 0.25 0.02 -0.961
C -1.51206 -4.36200 3.32238 0.13 1.38 0.32 -0.988
C -1.97978 -3.87801 2.07312 1.85 2.81 0.03 0.361
C -2.57510 -4.59454 1.04588 -0.71 0.07 -1.13 -0.585
C -2.73326 -4.01861 -0.21418 -0.08 -1.46 0.44 -1.056
C -2.40851 -2.70311 -0.40759 -0.39 1.88 -0.37 -0.219
N -1.95983 -1.90780 0.58186 1.10 -1.48 0.84 0.220
C -1.63684 -2.50007 1.81702 -1.16 -0.02 -1.78 1.220
H -0.43477 0.89174 5.54406 0.02 0.52 0.87 0.530
H -1.32821 1.68950 3.42311 0.22 -0.87 -0.06 0.512
H -0.30197 -1.51247 6.18260 -0.45 0.20 -1.28 0.449
H -0.81752 -3.82714 5.28713 0.17 -0.83 0.25 0.432
H -1.35739 -5.38417 3.40060 -0.49 -1.94 0.70 0.566
H -3.03418 -5.55651 1.21926 0.43 -0.35 0.11 0.538
H -3.10810 -4.62593 -1.04645 -0.02 0.42 0.41 0.507
H -2.65901 -2.19391 -1.35859 0.42 -0.39 0.55 0.600
N 1.35858 -0.53909 -1.22445 -1.14 2.04 -1.14 -0.362
P -0.10430 0.36359 -1.76330 1.77 -0.70 -0.95 2.085
C 0.71227 1.87728 -2.26991 0.22 0.15 -0.06 -0.026
C 0.25902 3.05674 -1.69105 -1.22 -0.22 -0.09 -0.556
C 0.82003 4.26055 -2.04379 0.84 -0.12 0.34 -0.685
C 1.79605 4.28629 -3.03634 -0.24 1.29 -0.12 -0.562
C 2.24107 3.13930 -3.64802 -1.13 -1.74 1.31 -0.883
C 1.78769 1.87591 -3.20737 -0.86 0.73 -0.41 -0.163
C -0.68512 -0.32658 -3.35296 0.19 0.55 0.42 0.617
C -1.16876 0.41433 -4.44502 0.39 0.50 1.23 -0.622
C -1.58968 -0.16325 -5.60993 -0.15 -1.06 -0.29 -0.666
C -1.41336 -1.54445 -5.75617 0.78 -0.82 -0.22 -0.514
C -1.02467 -2.30669 -4.64507 0.09 1.06 -0.04 -0.940
C -0.64325 -1.67860 -3.45675 -0.85 -1.92 -0.10 -0.614
P 1.18896 -0.60235 0.46394 1.62 -0.41 0.09 2.299
C 2.50291 0.50105 1.09551 0.09 0.53 1.17 -0.089
C 3.79497 -0.00337 1.36950 -0.96 -2.34 -1.29 -0.385
C 4.83689 0.76524 1.79803 -0.39 2.57 0.60 -0.770
C 4.56705 2.15047 2.04802 -0.17 -0.58 0.23 -0.556
C 3.26870 2.67595 1.83839 1.41 -0.43 -0.06 -0.641
C 2.25533 1.86775 1.40460 -1.38 -1.69 -0.06 0.234
C 1.70338 -2.35390 0.73667 -0.33 1.51 0.56 0.348
C 1.93103 -3.09525 -0.38563 1.09 -3.07 1.17 -0.528
C 2.33769 -4.46446 -0.11134 0.38 0.78 -1.96 -0.675
C 2.48731 -4.99051 1.14332 -0.38 0.74 0.87 -0.726
C 2.20995 -4.16021 2.28215 0.37 -2.02 -0.91 -0.748
C 1.88725 -2.86836 2.04179 -0.70 1.50 0.62 -0.457
H 2.15582 0.07831 -1.50880 -0.49 -1.09 0.20 0.443
H -0.67889 3.06331 -1.08500 1.29 -0.19 -0.45 0.311
H 0.57768 5.10508 -1.42389 -0.23 0.61 -0.46 0.493
H 2.15695 5.24394 -3.42248 -0.02 -0.27 0.36 0.422
H 2.86989 3.17163 -4.48123 1.12 0.17 -0.98 0.524
H 2.14807 0.98609 -3.76079 -0.38 0.42 0.68 0.426
H -1.11276 1.46533 -4.33398 -0.40 1.08 -0.13 0.504
H -2.10620 0.37892 -6.38911 0.50 0.34 -0.12 0.448
H -1.39453 -2.03069 -6.75952 -0.82 0.43 0.94 0.383
H -1.03055 -3.36811 -4.65514 0.24 -0.76 -0.40 0.462
H -0.40002 -2.29799 -2.59596 0.25 -0.01 -0.13 0.480
H 3.95839 -1.10337 1.19344 -0.04 1.25 0.17 0.291
H 5.81638 0.34993 1.96741 0.06 -0.04 0.10 0.484
H 5.31846 2.79525 2.53707 -0.31 -0.42 -0.66 0.400
H 3.04709 3.71289 1.97099 0.15 0.48 0.47 0.495
H 1.20069 2.20659 1.49142 0.73 0.03 -0.63 -0.380
H 1.99564 -2.73704 -1.39312 -0.41 0.17 -0.16 0.597
H 2.65345 -5.06936 -0.98811 -0.40 0.38 0.72 0.397
H 2.86283 -6.00326 1.26029 -0.20 0.13 0.07 0.477
H 2.24064 -4.62286 3.27584 0.26 0.56 -0.32 0.479
H 1.78990 -2.17324 2.89051 -0.11 -0.33 -0.38 0.666
C -3.66860 5.64386 -1.29453 -0.01 0.95 0.27 -1.163
C -3.09129 4.60594 -0.35427 0.57 0.96 -1.34 0.716
C -1.94634 4.78256 0.44280 -0.42 0.89 -0.27 -0.959
C -1.41195 3.71616 1.06736 0.16 -1.88 0.34 -0.232
N -1.84624 2.44421 0.87538 -1.22 0.10 -0.73 0.149
C -2.98698 2.39414 0.14344 0.43 0.54 -0.28 0.546
S -3.48965 0.73252 -0.16539 0.74 -0.60 -0.01 -0.238
N -3.61936 3.40658 -0.44705 -0.12 -2.16 0.52 -0.500
H -4.77803 5.68963 -1.18172 0.86 -0.20 -0.27 0.361
H -3.38479 5.50413 -2.37335 -0.37 -0.50 1.05 0.301
H -3.26471 6.64323 -1.06737 -0.21 -0.32 0.16 0.381
H -1.42809 5.71584 0.52196 -0.16 0.55 0.15 0.511
H -0.59620 3.73901 1.73346 1.10 0.64 0.48 0.491
```
Forces are in eV/Å.

Calculated values
ΔE to the lowest compared entry with this formula, charge and spin	0.0	kcal per mole
largest force on an atom	3.46	eV Å⁻¹
2S+1	3
electronic energy	-3004.7597	a.u.
frontier orbital gap (spin up / spin down)	5.25 / 6.08	eV
charge	+3

***

A cluster of 2 separate species, C4H12 in total. Source: the Open Molecules 2025 dataset; level of theory: ωB97M-V with the def2-TZVPD basis set.

Structure (XYZ):
```
16
Properties=species:S:1:pos:R:3:forces:R:3:nbo_charge:R:1
C 0.72638 0.76621 -1.51845 0.71 -1.88 0.42 -0.603
C 1.74609 -0.11427 -2.29542 0.24 2.51 -0.88 -0.608
H 0.14613 1.31150 -2.24999 -0.43 0.08 0.17 0.204
H 0.16750 0.01902 -0.95812 -0.68 0.63 -0.05 0.197
H 1.15741 1.43776 -0.77520 0.22 0.07 -0.28 0.204
H 2.57740 -0.53499 -1.73455 -0.33 -0.22 0.20 0.207
H 2.18128 0.63956 -2.98593 0.32 -0.81 0.00 0.195
H 1.21885 -0.82741 -2.92386 0.12 -0.28 0.21 0.203
C -1.44369 -0.16191 1.23279 -1.20 -0.36 -0.65 -0.610
C -1.01365 -0.46280 2.64555 0.70 -0.40 0.33 -0.611
H -0.92547 -0.61983 0.39605 0.89 -0.06 0.48 0.203
H -2.41961 -0.67161 1.07430 0.05 0.93 0.22 0.202
H -1.47523 0.91227 1.02602 -0.39 -0.20 0.00 0.206
H -0.71477 -1.50689 2.72316 -0.43 -0.26 0.21 0.204
H -0.11113 0.04352 2.98673 -0.05 0.46 -0.20 0.201
H -1.81749 -0.23014 3.35692 0.26 -0.20 -0.17 0.206
```
Forces are in eV/Å.

Calculated values
ΔE to the lowest compared entry with this formula, charge and spin	12.6	kcal per mole
largest force on an atom	2.67	eV Å⁻¹
2S+1	1
electronic energy	-159.5649	a.u.
frontier orbital gap	12.22	eV
SMILES	CC.CC

***

The molecule C4H7ClO. Source: the Open Molecules 2025 dataset; level of theory: ωB97M-V with the def2-TZVPD basis set.

Structure (XYZ):
```
13
Properties=species:S:1:pos:R:3:forces:R:3:nbo_charge:R:1
C 1.01345 -1.51568 -0.72995 0.52 2.16 -1.03 -0.443
C 0.68996 -0.29936 -0.08742 6.28 -6.39 -0.38 0.025
Cl 1.61485 -0.30701 1.50304 -1.02 0.86 -0.38 -0.084
C -0.21346 0.69352 -0.41289 -3.30 2.89 1.46 -0.037
C -1.37165 0.26495 0.55890 1.45 1.86 -0.42 -0.608
O -0.03642 2.14485 -0.24199 4.16 -3.10 4.23 -0.672
H 1.00224 -1.61066 -2.00330 -0.50 0.06 4.12 0.236
H 1.57935 -2.27636 -0.04835 -1.10 1.37 -1.95 0.238
H -0.43541 0.46502 -1.39323 -0.93 0.07 -2.46 0.211
H -1.50632 -0.75478 0.39934 -0.95 -1.71 -0.35 0.210
H -2.23315 0.89900 0.25793 0.42 -0.39 1.30 0.237
H -0.75963 0.28984 1.51225 -2.10 0.77 -0.27 0.222
H 0.65618 2.00667 0.68567 -2.92 1.53 -3.87 0.465
```
Forces are in eV/Å.

Calculated values
ΔE to the lowest compared entry with this formula, charge and spin	93.1	kcal per mole
largest force on an atom	8.97	eV Å⁻¹
2S+1	1
electronic energy	-691.8975	a.u.
frontier orbital gap	9.94	eV
SMILES	C=C(Cl)[C@@H](C)O